(1)
DFT (wB97M-V/def2-TZVPD) results for a 2-piece molecular cluster, C4H10N2O2 overall.

Cartesian coordinates (Å):
C  -2.41  -0.13  -0.08
N  -1.26  -0.78  -0.75
C  -1.29  0.83  -0.13
O  -0.52  1.06  0.87
H  -1.43  -0.88  -1.74
H  -0.13  -1.15  0.01
H  -1.27  1.49  -1.01
H  -2.64  -0.54  0.90
H  -3.28  0.05  -0.71
C  1.89  0.80  -0.49
C  1.48  0.24  0.84
N  0.84  -1.15  0.73
O  1.95  0.54  1.91
H  0.53  -1.40  1.66
H  1.52  -1.83  0.40
H  1.16  0.59  -1.27
H  2.01  1.88  -0.38
H  2.85  0.37  -0.77

The LUMO energy is 0.68 eV. For the HOMO energy, the calculation gives -0.3006 Eh. As for the multiplicity: 1. Its energy is -418.3196 hartree. For the energy above the lowest of the compared OMol25 structures with the same formula, charge and spin, the calculation gives 371.1 kJ/mol. For the frontier orbital gap, the calculation gives 8.86 eV.

---

(2)
DFT (wB97M-V/def2-TZVPD) results for a 2-piece molecular cluster, C4H10N2O2 overall at a distorted geometry.

Cartesian coordinates (Å):
C  -1.29  -2.00  1.99
C  -0.98  -1.61  0.57
C  0.12  -0.96  0.22
N  0.47  -0.59  -1.11
H  -0.46  -1.74  2.64
H  -2.17  -1.47  2.35
H  -1.47  -3.07  2.07
H  -1.70  -1.88  -0.19
H  0.88  -0.73  0.95
H  -0.07  -1.09  -1.80
H  0.27  0.81  -1.21
H  1.48  -0.52  -1.25
N  0.13  2.02  -1.13
C  1.49  2.51  -0.72
O  1.60  3.74  -0.58
O  2.36  1.71  -0.55
H  -0.50  2.24  -0.36
H  -0.16  2.64  -1.89

The LUMO energy (alpha / beta) is -3.45 / -8.59 eV. For the HOMO energy (alpha / beta), the calculation gives -0.4857 / -0.4835 Eh. As for the multiplicity: 2. Its energy is -418.0575 hartree. For the energy above the lowest of the compared OMol25 structures with the same formula, charge and spin, the calculation gives 211.2 kJ/mol. The total charge is +1. The expectation value of S² is 0.76. For the frontier orbital gap (alpha / beta), the calculation gives 9.76 / 4.57 eV.

---

(3)
DFT (wB97M-V/def2-TZVPD) results for a 2-piece molecular cluster, C4H10N2O2 overall at a distorted geometry.

Cartesian coordinates (Å):
C  0.96  2.51  -1.38
C  0.92  1.05  -1.75
O  1.87  0.31  -1.61
N  -0.27  0.47  -2.26
H  0.07  2.79  -0.82
H  1.18  2.99  -2.40
H  -0.37  -0.44  -2.46
H  -0.92  0.97  -2.75
H  1.72  2.90  -0.66
C  0.19  -1.57  2.66
C  -0.75  -1.00  1.50
O  -0.86  0.18  1.44
N  -1.66  -1.92  0.87
H  1.24  -1.78  2.15
H  -0.29  -2.21  3.45
H  -2.16  -1.61  0.05
H  -1.38  -2.90  0.72
H  0.54  -0.73  3.25

The LUMO energy (alpha / beta) is -3.47 / -9.50 eV. For the HOMO energy (alpha / beta), the calculation gives -0.5309 / -0.4743 Eh. As for the multiplicity: 2. Its energy is -418.0326 hartree. For the energy above the lowest of the compared OMol25 structures with the same formula, charge and spin, the calculation gives 276.4 kJ/mol. The total charge is +1. The expectation value of S² is 0.76. For the frontier orbital gap (alpha / beta), the calculation gives 10.97 / 3.41 eV.

---

(4)
DFT (wB97M-V/def2-TZVPD) results for a 2-piece molecular cluster, C4H10N2O2 overall at a distorted geometry.

Cartesian coordinates (Å):
C  2.59  1.51  -2.27
C  1.54  1.15  -1.17
O  1.34  1.87  -0.17
N  1.01  -0.12  -1.43
H  3.28  0.70  -2.44
H  3.03  2.53  -2.30
H  0.12  -0.24  -0.87
H  0.91  -0.72  -2.23
H  2.21  1.72  -3.26
C  -3.02  -0.67  1.36
C  -1.58  -1.17  1.29
O  -1.36  -2.43  1.12
N  -0.49  -0.31  1.56
H  0.44  -0.59  1.46
H  -0.69  0.74  1.73
H  -2.95  0.50  1.59
H  -3.54  -1.24  2.12
H  -3.56  -0.92  0.40

The LUMO energy (alpha / beta) is -4.01 / -9.68 eV. For the HOMO energy (alpha / beta), the calculation gives -0.5489 / -0.4981 Eh. As for the multiplicity: 2. Its energy is -418.0295 hartree. For the energy above the lowest of the compared OMol25 structures with the same formula, charge and spin, the calculation gives 284.5 kJ/mol. The total charge is +1. The expectation value of S² is 0.78. For the frontier orbital gap (alpha / beta), the calculation gives 10.93 / 3.87 eV.